No. 1
19
Properties=species:S:1:pos:R:3:forces:R:3 method="wB97M-V/def2-TZVPD" e_lumo_ev=0.12 molar_mass_da=100.16 e_above_lowest_ev=3.867 orbital_gap_ev=8.08 smiles="C=C/C=C/CC.O"
C -3.28962 -0.04531 -1.59073 1.343 -1.242 0.824
C -1.95025 -0.35806 -1.37508 -1.197 -1.593 0.500
C -1.18484 -0.78824 -0.15511 1.893 -1.200 -0.554
C -0.00047 -1.51436 -0.28111 -2.410 0.360 0.495
C 0.98162 -1.62654 0.82297 1.908 -0.140 0.456
C 1.97463 -0.32244 0.90361 -2.439 -1.992 -0.687
H -3.53015 0.67947 -2.32493 -0.033 -0.128 -1.559
H -4.21141 -0.55274 -1.20855 1.199 1.074 1.115
H -1.29097 -0.63136 -2.22366 -0.386 1.864 -0.070
H -1.32414 -0.35099 0.85710 -0.375 -0.099 -0.922
H 0.20846 -2.19813 -1.11283 -0.184 0.903 -0.356
H 1.58570 -2.61552 0.73537 -0.897 1.782 0.194
H 0.49133 -1.63214 1.77257 -0.540 -0.302 0.647
H 2.85460 -0.70981 0.46042 1.309 0.543 -0.153
H 1.46875 0.40923 0.28864 0.349 0.362 -0.268
H 2.02988 0.07233 1.90343 0.465 -0.176 0.340
O 2.05482 3.90572 0.97949 -0.089 2.322 0.107
H 1.80145 4.89046 0.92430 0.357 -2.540 0.009
H 1.33062 3.38842 0.62408 -0.272 0.203 -0.117

=====

No. 2
19
Properties=species:S:1:pos:R:3:forces:R:3 method="wB97M-V/def2-TZVPD" e_lumo_ev=0.89 molar_mass_da=100.16 e_above_lowest_ev=4.032 orbital_gap_ev=9.84 smiles=C[C@@H]1[C@@H]2C[C@]12C.O
C -1.23369 -1.29941 -0.91754 0.304 -0.115 0.212
C -0.08414 -0.27068 -0.70789 0.020 0.558 0.324
C 0.99544 0.11208 0.59703 -0.708 0.025 -0.507
C -0.04770 -0.15581 1.59572 -0.446 -0.040 0.250
C -0.27526 0.70874 0.37209 -0.631 0.431 0.226
C -0.71375 2.10484 0.24767 -0.252 0.358 0.083
H -2.17877 -0.73690 -1.04051 0.480 -0.021 0.085
H -1.39981 -1.96649 -0.06978 0.150 0.040 -0.004
H -1.14741 -1.92769 -1.81248 0.366 0.167 0.195
H 0.22384 0.15383 -1.67342 0.145 0.107 0.497
H 1.99449 0.52068 0.82171 -0.655 -0.484 -0.873
H -0.43065 -1.17029 1.67006 -0.249 0.200 0.069
H 0.01907 0.37346 2.54349 0.120 -0.042 -0.098
H -0.23427 2.57160 -0.62163 -0.126 -0.009 0.157
H -1.79487 2.11165 0.10932 -0.066 0.399 0.031
H -0.44163 2.65889 1.14797 -0.161 0.163 -0.073
O 2.35461 -1.60370 -0.27956 0.764 -1.049 -0.881
H 1.44477 -1.35637 -0.54763 0.838 -0.446 0.287
H 2.88547 -0.95170 -0.75239 0.108 -0.242 0.020

=====

No. 3
19
Properties=species:S:1:pos:R:3:forces:R:3 method="wB97M-V/def2-TZVPD" e_lumo_ev=0.81 molar_mass_da=100.16 e_above_lowest_ev=1.482 orbital_gap_ev=9.47 smiles="C=CC=C(C)C.O"
C 2.69753 -0.84857 1.11635 0.146 -0.342 -0.473
C 1.71004 -0.27116 0.43499 -0.180 -0.063 0.226
C 0.27519 -0.31968 0.75588 0.774 0.694 -0.281
C -0.57245 0.62014 0.30843 -1.136 -1.702 -0.365
C -0.26434 1.58410 -0.80366 0.155 0.628 0.371
C -2.04548 0.45954 0.68649 0.872 0.594 -0.144
H 2.56742 -1.56709 1.91610 -0.280 0.224 0.188
H 3.72169 -0.70469 0.79597 0.008 0.023 0.003
H 1.97137 0.34061 -0.42125 0.085 0.118 0.077
H -0.07282 -1.11781 1.39991 -0.024 0.121 0.254
H 0.08194 1.04787 -1.68785 0.004 0.075 -0.085
H 0.49799 2.32162 -0.54194 0.162 -0.177 0.041
H -1.13547 2.18601 -1.06286 -0.128 -0.208 -0.067
H -2.67911 0.21466 -0.16810 0.080 0.038 -0.137
H -2.37507 1.42711 1.06628 -0.364 -0.117 0.231
H -2.14372 -0.32779 1.42728 -0.192 0.115 0.183
O -0.64024 -1.83398 -2.11599 -0.094 0.024 -0.127
H -0.95473 -0.97199 -1.85249 -0.136 0.690 -0.311
H -0.63973 -2.23890 -1.25354 0.249 -0.735 0.414

=====

No. 4
19
Properties=species:S:1:pos:R:3:forces:R:3 method="wB97M-V/def2-TZVPD" e_lumo_ev=1.13 molar_mass_da=100.16 e_above_lowest_ev=1.355 orbital_gap_ev=10.75
C 2.76484 0.28064 0.27404 0.032 0.024 -0.004
C 1.42883 -0.45865 0.33036 -0.032 -0.064 -0.010
C 0.23149 0.47396 0.51421 -0.028 0.009 -0.046
C -1.10643 -0.26203 0.55590 0.060 -0.049 0.056
C -1.60140 -0.83277 -0.78598 0.259 -0.353 -0.088
O -2.41150 0.32558 -1.02376 -0.119 0.028 -0.007
C -2.33667 0.64304 0.37669 -0.092 0.230 0.272
H 2.76964 1.02511 -0.53081 -0.010 -0.109 0.108
H 2.96972 0.80669 1.21396 -0.060 -0.066 -0.131
H 3.59412 -0.41187 0.09387 -0.121 0.107 0.030
H 1.44798 -1.18690 1.15306 -0.014 0.082 -0.118
H 1.29511 -1.03832 -0.59290 0.025 0.064 0.129
H 0.20623 1.21262 -0.30001 0.011 -0.118 0.073
H 0.36204 1.04511 1.44594 -0.084 -0.087 -0.141
H -1.13741 -0.96626 1.39520 -0.023 0.153 -0.096
H -2.23779 -1.71970 -0.64988 0.153 0.059 -0.065
H -0.87420 -1.02064 -1.58370 -0.089 0.097 0.086
H -2.22217 1.71933 0.54336 0.029 -0.133 0.042
H -3.22078 0.26886 0.91439 0.100 0.128 -0.091

=====

No. 5
19
Properties=species:S:1:pos:R:3:forces:R:3 method="wB97M-V/def2-TZVPD" e_lumo_ev=0.96 molar_mass_da=100.16 e_above_lowest_ev=1.294 orbital_gap_ev=10.50 smiles=C[C@H]1OCC1(C)C
C -0.91197 1.77968 -0.86920 0.079 -0.107 0.217
C -0.76386 0.84762 0.37439 0.169 0.363 -0.057
O -1.86017 -0.07297 0.53365 -0.216 -0.064 -0.065
C -1.05009 -1.17400 0.09895 0.053 -0.387 -0.234
C 0.24313 -0.36128 0.26661 0.115 -0.135 -0.088
C 1.05369 -0.85891 1.48394 -0.039 0.109 0.025
C 1.16209 -0.27860 -0.93625 0.031 0.040 -0.114
H -1.56361 2.62901 -0.63900 -0.048 -0.250 0.136
H 0.05521 2.22280 -1.13676 -0.058 -0.151 0.125
H -1.31772 1.31220 -1.78287 0.180 -0.167 0.547
H -0.69826 1.50208 1.25721 0.213 -0.291 -0.091
H -1.27537 -1.44946 -0.93915 0.019 0.079 -0.001
H -1.14411 -2.08650 0.70875 -0.107 0.400 0.054
H 0.46321 -1.06347 2.38560 -0.110 0.293 -0.248
H 1.88311 -0.19660 1.75778 -0.210 0.083 -0.089
H 1.51857 -1.82165 1.21427 -0.181 0.258 -0.044
H 1.89836 0.51487 -0.76288 0.013 -0.137 -0.147
H 0.58901 -0.02841 -1.83190 0.205 -0.070 -0.004
H 1.70052 -1.21687 -1.11525 -0.107 0.135 0.077

=====

No. 6
19
Properties=species:S:1:pos:R:3:forces:R:3 method="wB97M-V/def2-TZVPD" e_lumo_ev=0.98 molar_mass_da=100.16 e_above_lowest_ev=2.361 orbital_gap_ev=10.56 smiles="C=CCCC(C)=O.[H][H]"
C -1.11151 -1.22081 -0.55274 -0.326 0.023 -0.137
C -1.70695 -0.18945 0.03713 0.006 -0.167 -0.286
C -1.15949 1.21280 -0.06673 0.018 -0.041 -0.012
C 0.32097 1.19137 -0.49031 0.030 0.032 -0.094
C 1.14057 0.13499 0.25807 0.293 0.222 0.247
C 2.08337 -0.76772 -0.50864 0.071 -0.027 -0.029
O 1.16728 0.11824 1.47165 0.222 0.200 -0.469
H -0.34676 -1.04989 -1.29994 0.052 -0.138 0.216
H -1.33417 -2.25556 -0.32493 -0.362 0.065 -0.197
H -2.56448 -0.34845 0.68891 0.185 0.038 -0.088
H -1.25610 1.71632 0.90329 0.017 -0.230 -0.127
H -1.75285 1.80552 -0.77519 0.151 -0.014 0.089
H 0.79734 2.14738 -0.24473 -0.108 -0.024 -0.098
H 0.40970 1.05283 -1.57278 0.051 -0.036 0.138
H 2.99170 -0.17884 -0.67519 0.019 -0.089 -0.050
H 1.71703 -1.10524 -1.48132 0.023 0.156 0.149
H 2.34086 -1.62727 0.11526 -0.031 0.158 -0.099
H -0.50822 -0.22611 2.27651 -0.290 -0.048 0.359
H -1.22827 -0.41010 2.24170 -0.023 -0.078 0.486

=====

No. 7
19
Properties=species:S:1:pos:R:3:forces:R:3 method="wB97M-V/def2-TZVPD" e_lumo_ev=1.03 molar_mass_da=100.16 e_above_lowest_ev=0.685 orbital_gap_ev=10.69 smiles="CCCCCC=O"
C 1.53498 2.14514 -0.72899 -0.043 0.095 0.162
C 0.11240 1.73343 -0.29564 1.059 0.604 0.067
C -0.55309 0.66941 -1.14285 0.325 -0.563 0.237
C 0.14993 -0.70042 -1.14753 0.178 -0.058 -0.063
C 0.29429 -1.35602 0.21518 -0.062 0.134 1.402
C -0.93360 -1.30811 1.11666 0.037 -0.448 -1.052
O -0.91905 -1.53909 2.29102 0.026 0.170 0.372
H 1.96211 2.79440 0.04006 -0.114 0.187 -0.167
H 1.50051 2.69380 -1.67219 0.106 -0.025 -0.001
H 2.26814 1.34620 -0.82593 -0.222 -0.348 -0.104
H -0.45326 2.66641 -0.35421 -0.310 -0.173 0.152
H 0.18493 1.47396 0.76421 -0.349 -0.245 -0.041
H -0.58815 1.00799 -2.17899 -0.263 0.086 -0.018
H -1.56470 0.51072 -0.76608 -0.158 0.210 -0.286
H 1.15418 -0.60412 -1.56462 -0.039 0.026 -0.139
H -0.39367 -1.36986 -1.81821 -0.043 0.029 -0.013
H 0.53817 -2.42360 0.20285 -0.039 -0.033 -0.494
H 1.10634 -0.95146 0.83125 -0.001 0.249 -0.248
H -1.89034 -1.16011 0.56940 -0.088 0.102 0.232

=====

No. 8
19
Properties=species:S:1:pos:R:3:forces:R:3 method="wB97M-V/def2-TZVPD" e_lumo_ev=1.03 molar_mass_da=100.16 e_above_lowest_ev=0.994 orbital_gap_ev=11.10 smiles=C[C@@H]1C[C@@H]1[C@@H](C)O
C 1.95878 -0.05815 -1.04344 0.003 0.054 0.028
C 0.64849 -0.81395 -1.13071 0.103 -0.090 -0.030
C -0.60577 -0.09029 -1.53726 -0.102 0.096 -0.139
C -0.47004 -0.61137 -0.13553 -0.051 -0.071 0.136
C -0.32261 0.33502 1.03322 -0.196 0.197 -0.301
C -1.66689 0.81636 1.55618 -0.034 0.011 0.022
O 0.34016 -0.30910 2.11310 0.268 -0.116 -0.021
H 1.79862 1.00218 -0.82297 0.026 -0.163 -0.023
H 2.49445 -0.11282 -1.99708 -0.075 0.001 0.125
H 2.62103 -0.46347 -0.26813 -0.084 0.027 -0.122
H 0.74930 -1.83232 -1.50259 -0.038 0.165 0.055
H -0.52386 0.98663 -1.67821 0.008 -0.169 0.046
H -1.31071 -0.57285 -2.20789 0.123 0.054 0.118
H -1.05429 -1.49844 0.10934 0.085 0.126 -0.047
H 0.25942 1.21296 0.70740 -0.071 -0.138 0.051
H -2.30714 1.13320 0.72677 0.100 -0.003 0.120
H -1.53958 1.65799 2.24353 -0.018 -0.146 -0.058
H -2.16227 0.00298 2.09605 0.037 0.084 -0.109
H 1.09291 -0.78456 1.73824 -0.085 0.081 0.148

=====

No. 9
19
Properties=species:S:1:pos:R:3:forces:R:3 method="wB97M-V/def2-TZVPD" e_lumo_ev=0.83 molar_mass_da=100.16 e_above_lowest_ev=2.603 orbital_gap_ev=9.63 smiles="CCC/C=C/CO"
C 1.80087 1.71322 1.29397 -0.159 -0.408 -0.889
C 0.30069 1.93101 1.05153 -0.700 -0.620 -2.133
C -0.27208 1.32428 -0.36330 0.181 -0.316 0.517
C -0.30024 -0.24526 -0.31969 -1.660 -1.148 -0.315
C -1.08224 -1.04742 -1.15801 2.917 3.595 0.478
C -1.13393 -2.48852 -1.10489 -0.672 -3.244 -0.943
O -1.00504 -3.07206 0.20784 2.120 -0.623 -0.455
H 2.03276 0.62081 1.35044 -0.118 0.855 0.217
H 2.33174 2.08102 0.39578 0.098 0.023 0.555
H 2.15180 2.24516 2.20010 -0.149 -0.405 -0.536
H 0.03769 2.99012 1.05201 0.074 -0.062 0.207
H -0.25573 1.40063 1.78200 -0.654 -0.137 1.074
H -1.41724 1.70357 -0.61327 3.354 -0.654 0.459
H 0.56156 1.60069 -1.09163 -1.617 0.052 0.268
H 0.25467 -0.75927 0.55401 -1.143 0.876 -1.370
H -1.37766 -0.67161 -2.17933 -0.249 0.093 1.398
H -2.18496 -2.84966 -1.45806 1.836 0.568 0.195
H -0.31235 -2.91084 -1.84549 -1.697 0.523 1.305
H -0.13031 -3.56589 0.24599 -1.764 1.031 -0.032

=====

No. 10
19
Properties=species:S:1:pos:R:3:forces:R:3 method="wB97M-V/def2-TZVPD" e_lumo_ev=0.97 molar_mass_da=100.16 e_above_lowest_ev=1.349 orbital_gap_ev=10.60 smiles=CC(C)[C@H]1C[C@H]1O
C 1.21712 0.66426 0.93323 0.015 0.025 0.027
C 0.71978 -0.52296 0.10287 -0.001 -0.035 0.030
C 1.70739 -0.79862 -1.03535 0.030 -0.013 -0.049
C -0.69879 -0.38987 -0.46546 0.115 -0.060 -0.095
C -1.92292 -0.68412 0.36841 -0.137 -0.103 0.088
C -1.72541 0.68619 -0.17697 -0.157 -0.128 -0.203
O -1.52510 1.69449 0.76836 0.148 0.189 -0.061
H 0.53241 0.91924 1.74472 0.138 -0.072 -0.079
H 2.19769 0.43142 1.36360 -0.128 0.027 -0.073
H 1.34555 1.55286 0.29912 -0.038 -0.115 0.084
H 0.72127 -1.40481 0.75877 -0.005 0.107 -0.079
H 2.71215 -0.99417 -0.64386 -0.142 0.046 -0.048
H 1.77140 0.06530 -1.70928 -0.022 -0.113 0.086
H 1.40180 -1.66711 -1.62975 0.042 0.118 0.093
H -0.77174 -0.75526 -1.49003 0.019 0.071 0.156
H -2.71044 -1.32030 -0.02507 0.130 0.111 0.047
H -1.75541 -0.76981 1.43989 -0.005 0.026 -0.151
H -2.34948 0.98622 -1.02110 0.122 -0.042 0.148
H -0.86727 2.30704 0.41788 -0.125 -0.040 0.080

=====

No. 11
19
Properties=species:S:1:pos:R:3:forces:R:3 method="wB97M-V/def2-TZVPD" e_lumo_ev=1.07 molar_mass_da=100.16 e_above_lowest_ev=1.690 orbital_gap_ev=10.64 smiles="CCC/C=C/CO"
C -1.80503 -0.30990 -1.74394 -0.748 1.244 -1.500
C -1.34655 -1.45009 -0.86938 -0.444 -0.166 -0.779
C 0.07754 -1.32325 -0.38340 0.689 1.830 1.247
C 0.17570 -0.11048 0.54746 -0.496 -0.942 0.011
C 1.16192 0.77970 0.55545 -1.239 0.222 -0.431
C 1.30282 1.79777 1.63540 1.040 -0.683 0.405
O 2.48224 1.49166 2.41059 -0.026 0.508 0.457
H -1.51635 0.71450 -1.49889 0.454 -0.219 0.487
H -1.51152 -0.44348 -2.79066 0.655 -0.121 0.147
H -2.87726 -0.18545 -1.92691 -0.250 -0.566 0.738
H -1.48339 -2.31710 -1.48734 0.230 -0.776 -0.276
H -2.05109 -1.64029 -0.05780 0.278 0.336 0.403
H 0.39317 -2.18769 0.20121 -0.081 -0.161 -0.067
H 0.89891 -1.06577 -1.05790 -0.499 -0.777 -0.952
H -0.69164 -0.05175 1.20656 0.446 0.180 0.550
H 1.78048 0.80930 -0.33603 0.635 -0.056 0.305
H 1.36116 2.83794 1.31741 -0.085 0.008 -0.233
H 0.52304 1.65805 2.36888 -0.605 0.256 -0.083
H 3.12587 0.99635 1.90928 0.046 -0.118 -0.427

=====

No. 12
19
Properties=species:S:1:pos:R:3:forces:R:3 method="wB97M-V/def2-TZVPD" e_lumo_ev=1.08 molar_mass_da=100.16 e_above_lowest_ev=3.681 orbital_gap_ev=10.18 smiles="C1=CC1.CCCO"
C -1.23703 1.82160 -0.70197 -0.149 0.593 0.174
C -1.15522 1.69306 0.58019 0.079 0.481 -0.236
C -2.35897 1.06796 -0.06244 -0.322 -0.130 0.035
H -0.97622 2.37968 -1.58010 0.232 -0.074 -0.091
H -0.76125 2.12788 1.48338 0.121 -0.335 0.032
H -2.40453 -0.00521 -0.24470 -0.163 0.247 0.377
H -3.29986 1.60074 0.10769 -0.040 -0.337 -0.263
C 2.38408 -0.30647 0.24832 0.070 -0.056 -0.064
C 0.97789 -0.77739 0.56629 -0.032 -0.058 0.180
C 0.17795 -1.15443 -0.67482 0.549 -0.173 0.062
O -1.07918 -1.76875 -0.33320 0.296 0.265 -0.070
H 2.93293 -1.09183 -0.27791 0.103 0.129 0.004
H 2.35545 0.58714 -0.38901 0.124 -0.133 0.185
H 2.90837 -0.08149 1.18466 0.034 0.079 -0.318
H 0.48900 0.00885 1.14654 -0.278 -0.117 -0.200
H 1.03724 -1.64044 1.24236 -0.033 -0.064 -0.139
H 0.74931 -1.86476 -1.27877 0.209 -0.202 0.110
H 0.11436 -0.26652 -1.35886 -0.881 -0.692 0.812
H -0.92477 -2.42578 0.37367 0.083 0.578 -0.592

=====

No. 13
19
Properties=species:S:1:pos:R:3:forces:R:3 method="wB97M-V/def2-TZVPD" e_lumo_ev=1.10 molar_mass_da=100.16 e_above_lowest_ev=1.496 orbital_gap_ev=10.54 smiles="C=CCC.CC=O"
C -0.67174 1.76026 1.25347 -0.053 -0.179 -0.011
C -1.04032 0.49604 1.06771 -0.012 0.200 0.070
C -1.55201 -0.06521 -0.23495 -0.073 0.053 -0.035
C -1.20863 -1.53885 -0.48789 0.030 -0.065 -0.006
H -0.36751 2.13084 2.22846 -0.022 -0.101 -0.127
H -0.65196 2.47344 0.43230 0.002 -0.127 0.115
H -1.03824 -0.19103 1.91689 -0.014 0.090 -0.104
H -1.20471 0.55993 -1.06846 -0.084 -0.069 0.141
H -2.64491 0.03455 -0.22089 0.091 -0.033 -0.015
H -1.92615 -1.99003 -1.18040 0.133 0.058 0.068
H -0.21094 -1.67146 -0.92021 -0.150 0.059 0.115
H -1.24045 -2.11728 0.44299 -0.036 0.086 -0.125
C 2.15910 -0.46197 -0.07492 0.032 -0.027 0.026
C 1.69687 0.61690 -1.02245 0.052 0.301 0.110
O 1.63958 1.78582 -0.72348 0.105 -0.494 -0.207
H 1.54605 -0.42468 0.83223 0.088 0.024 -0.142
H 2.09438 -1.45704 -0.52354 0.030 0.164 0.059
H 3.19570 -0.26353 0.21603 -0.119 0.007 -0.036
H 1.40385 0.28892 -2.04367 0.000 0.053 0.103